Record 1
Below is a cluster of 10 separate species, C40H110N10O10 in total at a distorted geometry, with properties calculated with ωB97M-V/def2-TZVPD.

Summary:
- Maximum force: 4.0 eV Å⁻¹
- Relative energy (zero: lowest compared OMol25 entry of this formula, charge and spin): 152.9 kcal/mol
- Spin multiplicity: 1
- E_HOMO: -8.903 eV
- DFT total energy: -2889.56750 Ha
- Net charge: 0
- SMILES: COC[C@H](C)N.COC[C@H](C)N.COC[C@H](C)N.COC[C@H](C)N.COC[C@H](C)N.COC[C@H](C)N.COC[C@H](C)N.COC[C@H](C)N.COC[C@H](C)N.COC[C@H](C)N

Element x y z (Å)
O  -1.12955  0.45116  4.88117
O  -2.51727  -5.63385  -4.29223
O  -0.98862  0.96685  0.29879
O  -5.36828  -4.39063  -0.48127
O  0.73694  -2.74628  1.33061
O  -6.48876  -0.41419  -7.17646
O  3.40643  -0.63097  -5.31044
O  3.18307  1.12012  4.86890
O  2.00756  7.25275  5.59830
O  5.09915  2.41357  -0.07072
N  0.40276  -3.40173  -3.74493
N  -2.51465  1.79586  8.03831
N  4.83024  3.89476  3.25918
N  -1.21697  -0.90762  -3.02095
N  4.94163  1.72396  -7.70194
N  3.03717  -4.29749  0.25080
N  3.90043  -0.48757  7.33100
N  1.59289  5.47608  2.24240
N  -8.02341  -2.04178  -1.32516
N  -4.33993  -3.04300  -8.22574
C  0.03693  1.67510  0.96137
C  -1.85996  1.73612  6.74524
C  -0.50131  0.08359  -0.78280
C  5.85027  -0.33334  -7.03783
C  -4.66435  -2.04414  -7.19848
C  -3.31862  -1.64738  -6.45443
C  3.51773  1.34673  8.62095
C  -2.21281  0.45209  4.02046
C  2.03502  -2.31320  1.60983
C  -5.38147  -0.90918  -7.90729
C  -0.29457  -5.21080  -2.25932
C  2.46743  -2.31199  -0.84224
C  -7.08097  0.74416  -7.72851
C  5.35170  3.47828  1.99426
C  -1.62115  0.30549  6.21056
C  -0.22653  -2.26216  2.36379
C  1.84336  1.07369  4.50699
C  3.14014  0.68093  7.30071
C  2.96431  -2.83334  0.43200
C  2.63535  -0.44547  -4.03475
C  6.24834  2.37704  2.43426
C  -1.83937  -4.41301  -4.15039
C  1.17970  6.27385  3.35740
C  3.46479  1.61353  6.15517
C  -0.34358  -4.63455  -3.67281
C  -1.61391  -0.10868  -1.79898
C  4.32814  3.02191  1.00795
C  -2.70865  -0.94196  -1.20536
C  -4.25456  -4.41989  0.36223
C  -0.12985  5.95887  4.01138
C  4.60740  0.38021  -7.15125
C  -6.43978  -3.03236  -2.85268
C  -3.42596  -6.07500  -3.30685
C  -6.09092  -3.21780  -0.34743
C  -0.51250  2.50423  6.94215
C  4.25078  1.80702  -0.92718
C  2.38418  6.41962  4.39221
C  3.91542  0.59548  -5.75361
C  -7.10797  -3.16635  -1.53314
C  1.72938  8.59692  5.21362
H  2.60322  9.06832  4.76388
H  -0.99853  -4.60838  -1.68518
H  3.89672  -0.13868  -7.79453
H  -0.52322  6.82144  4.54929
H  3.68900  1.08788  -0.33109
H  4.54555  1.70866  8.59502
H  2.28882  -1.45680  -3.82208
H  -3.43721  1.38907  7.97910
H  -5.20152  -3.29469  -8.68877
H  -0.69681  3.42581  7.49427
H  -8.38248  -1.69013  -2.20123
H  -3.44692  -4.06374  -0.27728
H  1.34267  -3.60753  -3.43781
H  2.89454  2.53547  6.26894
H  -5.76535  -1.15550  -8.89727
H  -3.03037  1.11159  4.31159
H  -4.25768  -3.90813  1.32462
H  2.54213  -4.53881  -0.59584
H  5.86605  4.36254  1.61789
H  3.09870  1.30739  -5.87299
H  0.24747  1.98444  7.52557
H  -2.28547  2.38188  5.97709
H  -2.27556  -1.93707  -1.10394
H  0.25905  1.14912  1.88987
H  3.27861  0.01959  -3.28774
H  -6.62287  -3.02829  0.58488
H  3.59034  0.67380  9.47535
H  1.79258  0.24426  -4.08052
H  -0.13610  -0.86242  -0.38309
H  3.75813  3.79658  0.49505
H  -1.29138  -2.25838  2.13103
H  4.53821  1.80256  6.14334
H  -5.36525  -2.42656  -0.53567
H  1.11724  7.29596  2.98394
H  0.70900  -5.13732  -1.84034
H  3.31618  -1.02097  6.70311
H  2.67155  -1.24993  -0.97808
H  -2.87936  -0.64318  -0.17111
H  -5.41751  -2.54179  -6.58759
H  -0.51657  -6.27787  -2.27261
H  -0.11852  -2.89371  3.24560
H  -3.58319  -0.94599  -1.85594
H  2.65188  5.42085  4.73702
H  1.46986  4.52414  2.55664
H  3.44843  2.44178  -1.30326
H  -7.94795  1.16273  -7.21737
H  -6.29406  1.49781  -7.69877
H  2.45639  -4.65088  0.99773
H  0.87781  8.72915  4.54619
H  -0.06468  5.11410  4.69710
H  -0.39249  2.60957  1.32253
H  6.47942  -0.23593  -7.92258
H  -2.18450  0.77562  -2.08279
H  0.00400  2.61747  5.98900
H  6.39605  -0.20963  -6.10245
H  4.66411  0.97917  -5.06053
H  5.54038  -1.37658  -6.97672
H  -5.84790  -3.93322  -3.01462
H  4.80702  1.24865  -1.68012
H  1.37974  -2.36614  -0.79650
H  -0.94661  -0.28773  6.82797
H  -2.05459  -1.43855  -3.21225
H  -4.20356  -5.33533  -3.11626
H  -7.64277  -4.11509  -1.57779
H  2.27551  -2.72622  2.58946
H  3.32336  6.73923  3.94067
H  1.20553  0.73372  5.32289
H  -2.98931  -6.32082  -2.33887
H  -4.03320  -5.45705  0.61395
H  1.49115  2.07107  4.24375
H  1.47488  9.25372  6.04545
H  5.64246  1.55774  2.82126
H  -1.83653  0.54825  3.00200
H  -4.00441  -6.92621  -3.66594
H  4.56413  3.04451  3.73495
H  -2.58483  -2.44499  -6.57038
H  -2.38937  -3.76730  -3.46578
H  3.94734  -2.37723  0.54914
H  3.63473  2.34443  1.50625
H  6.94135  2.73728  3.19458
H  0.87168  2.08602  0.39354
H  4.21823  2.42752  -7.74434
H  2.14064  -1.23036  1.67602
H  -4.65984  -0.11670  -8.10563
H  -7.16164  -3.02803  -3.66937
H  -2.66569  2.71031  8.43964
H  -1.85867  -4.00652  -5.16157
H  6.77859  1.81349  1.66656
H  5.63193  4.34993  3.67177
H  3.03499  -2.74677  -1.66500
H  -3.42393  -1.47659  -5.38304
H  2.07962  0.44553  7.39004
H  0.32638  0.63731  -1.22602
H  5.39918  1.71858  -8.60234
H  -2.56900  -0.21930  6.33004
H  1.73352  0.46151  3.61185
H  0.55302  -3.25753  -4.73323
H  2.59993  5.54259  2.20321
H  -8.82104  -2.34839  -0.78675
H  -2.70856  -0.49111  3.79089
H  0.05641  -5.26939  -4.46344
H  -0.92368  5.64099  3.33545
H  4.68607  -0.49329  6.69632
H  -3.67406  -2.72362  -8.91473
H  2.94405  2.23214  8.89488
H  0.00262  -1.26040  2.72720
H  -7.29441  0.58072  -8.78484
H  -0.53529  -1.63216  -2.84641
H  -2.86236  -0.76527  -6.90365
H  -5.84377  -2.14803  -3.07813

Cartesian forces (eV/Å) of the 2 atoms listed first:
-0.58 -1.05 1.01
-0.13 -1.17 -0.15

---

Record 2
Below is a cluster of 10 separate species, C40H110N10O10 in total at a distorted geometry, with properties calculated with ωB97M-V/def2-TZVPD.

Summary:
- Maximum force: 3.2 eV Å⁻¹
- Relative energy (zero: lowest compared OMol25 entry of this formula, charge and spin): 155.5 kcal/mol
- Spin multiplicity: 1
- E_HOMO: -9.034 eV
- DFT total energy: -2889.56340 Ha
- Net charge: 0
- SMILES: COC[C@H](C)N.COC[C@H](C)N.COC[C@H](C)N.COC[C@H](C)N.COC[C@H](C)N.COC[C@H](C)N.COC[C@H](C)N.COC[C@H](C)N.COC[C@H](C)N.COC[C@H](C)N

Element x y z (Å)
O  0.18636  4.50666  -4.33125
O  -6.19439  -3.47288  -1.44941
O  4.42701  6.83788  5.62029
O  7.79571  -1.17301  -5.19468
O  7.80729  0.95208  2.72385
O  -0.96914  -3.47002  -6.78184
O  -7.95407  -3.43557  6.78146
O  0.39894  -1.30270  0.01427
O  0.38867  -9.59903  1.03803
O  -5.41017  7.92202  0.24717
N  3.34748  3.40871  4.60064
N  2.48358  7.35615  -4.04309
N  5.31720  0.11970  -4.04464
N  -2.68495  -8.01041  -0.59006
N  -0.54291  -5.45769  -4.78107
N  -5.29774  -5.65090  5.50997
N  -8.19081  -4.77427  0.15140
N  9.18176  1.54454  5.19292
N  -3.55737  8.97630  1.95555
N  1.23029  0.74899  -1.56491
C  -0.27904  1.60298  0.15875
C  1.69969  6.26636  -3.58545
C  0.34263  -2.44819  0.84938
C  1.34397  -0.41801  0.47408
C  3.68326  4.84117  4.37324
C  -2.85826  -9.63459  1.18052
C  -0.65040  3.87335  -5.31446
C  -5.70620  -3.49811  4.59396
C  0.76273  -8.69528  2.02423
C  4.02115  5.49259  5.74256
C  -3.29098  7.62707  1.49323
C  8.73561  1.95740  2.79613
C  -7.27177  -4.62374  6.44651
C  -9.34852  -3.56065  6.67664
C  -7.19538  -2.64839  -0.70154
C  0.68685  6.91930  -2.60171
C  9.57296  3.85885  4.27481
C  1.09336  5.53215  -4.86841
C  -4.99519  -2.66738  -1.51792
C  8.78089  2.54380  4.22469
C  0.34326  -4.29225  -4.92788
C  0.36425  -3.91510  -6.43282
C  -3.85978  6.58596  2.47841
C  1.14434  1.00366  -0.12373
C  -6.17316  7.64402  -0.93045
C  -4.03687  7.53597  0.13722
C  1.72023  -4.83046  -4.52017
C  7.53237  0.49666  1.35454
C  2.51333  5.49293  3.57650
C  4.68399  7.41778  6.90733
C  -1.94326  -8.52999  0.57973
C  -5.82769  -4.37720  5.85312
C  -9.49079  -2.77989  0.43306
C  5.36749  -0.47583  -5.39067
C  -8.47332  -3.47489  -0.45459
C  4.40231  0.42468  -6.18500
C  7.43155  -2.51607  -5.10643
C  6.84250  -0.39505  -5.90056
C  -1.06215  -2.88192  -8.05104
C  -0.61101  -9.11479  0.06175
H  -9.15337  -2.76429  1.46940
H  1.58569  5.34193  4.12857
H  -5.03434  -6.12818  6.36023
H  1.22078  7.38551  -1.77366
H  -7.47712  -5.18188  -0.43562
H  10.59463  3.60523  3.99202
H  3.15457  5.43881  6.40152
H  8.85295  0.69322  4.76022
H  -0.98064  4.69181  -5.95411
H  -9.70040  -1.74039  0.18083
H  1.19588  -0.46294  1.55304
H  1.61603  -5.60277  -3.75809
H  4.96395  -1.48661  -5.33079
H  4.60063  5.04054  3.81935
H  2.56841  6.57451  3.45301
H  1.34184  -9.17993  2.81027
H  2.47788  8.25050  -3.57383
H  -3.94442  6.55557  -0.33007
H  -1.44624  3.37402  -4.76183
H  -4.55287  9.00939  1.78826
H  6.60834  -0.08131  1.36939
H  -9.76729  -4.31808  7.33923
H  -4.53052  -2.37221  -0.57715
H  0.61739  -0.04181  -1.70304
H  -5.22853  -1.77661  -2.10117
H  -0.95732  0.78975  -0.09950
H  6.73701  -2.84364  -4.33285
H  5.78681  1.01327  -4.01155
H  2.21409  -5.37514  -5.32486
H  8.30867  -0.02020  0.79035
H  2.31983  5.67601  -2.91090
H  -2.04714  -2.41522  -8.06008
H  5.06364  6.71995  7.65366
H  -2.22882  7.50015  1.28394
H  -4.89909  6.80716  2.72131
H  -4.68336  -3.27156  4.29300
H  -8.94119  -3.63967  -1.42518
H  1.94792  1.67103  0.18769
H  -5.68206  8.25752  -1.68579
H  9.61634  4.26311  5.28614
H  -0.42323  2.48001  -0.47222
H  -2.05918  -7.71510  -1.32578
H  9.17189  4.47225  3.46797
H  3.37839  0.24941  -5.85487
H  8.35872  -3.06917  -4.95628
H  -0.36766  1.91421  1.19961
H  2.62654  3.24145  5.28793
H  -3.49419  8.22566  -0.50926
H  -9.78584  -2.61027  6.98265
H  0.82823  1.50315  -2.10315
H  -4.43085  -5.61199  4.99317
H  0.07110  -8.45520  -0.47470
H  -7.37609  -1.74135  -1.27836
H  -7.18625  7.98406  -0.71566
H  -9.63504  -3.62456  5.62691
H  0.15441  7.66931  -3.18660
H  -0.13189  6.30352  -2.22941
H  7.22087  -3.09865  -6.00327
H  -0.23336  -3.20308  0.31415
H  1.34625  -2.84672  0.99782
H  -6.20024  -2.54025  4.75683
H  7.48167  1.38998  0.73203
H  4.37191  0.22203  -7.25556
H  -10.48153  -3.23071  0.37564
H  -3.23075  9.68217  1.31122
H  -3.24304  6.44544  3.36610
H  5.34034  8.28726  6.94369
H  2.44337  -4.10879  -4.14023
H  1.04781  -3.06871  -6.36582
H  8.38118  2.72657  2.10994
H  1.80055  5.20168  -5.62919
H  -0.07498  -6.08684  -5.41771
H  2.37898  5.18430  2.53977
H  -3.34953  -10.27738  0.45006
H  1.31899  -7.83593  1.64980
H  -7.76671  -4.59596  1.05054
H  6.85003  -0.59868  -6.97134
H  -1.09814  -3.63906  -8.83433
H  -3.63050  -9.30459  1.87539
H  -6.18553  -3.94235  3.72162
H  7.15452  0.64610  -5.81833
H  -6.74425  -2.23940  0.20251
H  2.27270  -0.80766  0.05725
H  -4.26849  -3.08795  -2.21299
H  -0.28543  -2.11750  -8.07292
H  -6.08620  6.58645  -1.17960
H  -1.85043  -7.68043  1.25628
H  9.69717  1.59405  2.43354
H  10.16161  1.41618  4.98429
H  4.19042  2.94772  4.91215
H  4.54595  1.48523  -5.97833
H  0.09501  -3.40118  -4.35129
H  3.46076  7.12790  -4.15749
H  -0.05338  -2.24790  1.84495
H  3.71383  7.58471  7.37533
H  -3.85839  5.59334  2.02804
H  4.36940  0.43765  -3.90081
H  -0.18582  -8.29017  2.37671
H  -0.01271  3.13693  -5.80348
H  7.73125  2.65787  4.49549
H  4.81832  4.90105  6.19280
H  0.47516  6.29674  -5.33886
H  -7.25528  -5.39048  7.22106
H  0.81745  -4.77608  -6.92416
H  -2.27161  -10.36405  1.73894
H  -7.90731  -5.10715  5.70455
H  -3.32617  -7.24219  -0.45293
H  -5.32243  -3.84752  6.66075
H  -1.29908  -5.14661  -5.37398
H  -0.85913  -9.96557  -0.57284

Cartesian forces (eV/Å) of the 2 atoms listed first:
0.94 0.51 -0.40
-0.10 1.78 1.60

---

Record 3
Below is a structure of composition C40H23ClIN10O7V, with properties calculated with ωB97M-V/def2-TZVPD.

Summary:
- Maximum force: 0.6 eV Å⁻¹
- ⟨S²⟩: 3.760
- Relative energy (zero: lowest compared OMol25 entry of this formula, charge and spin): 0.3 kcal/mol
- Spin multiplicity: 4
- E_HOMO (spin up / spin down): -4.623 / -5.418 eV
- DFT total energy: -4314.60820 Ha
- Net charge: -1

Element x y z (Å)
I  2.89967  4.27782  -0.18015
V  -0.79299  0.53139  -0.24137
Cl  -1.63179  7.36844  -1.67866
O  0.61767  -0.49915  -6.49254
O  0.51759  2.14028  -0.06479
O  -1.92186  2.66953  2.22210
O  2.68912  0.18732  -6.08677
O  -2.38764  0.27079  -3.35982
O  -1.84304  -1.88042  1.94466
O  -1.50012  -0.68640  -5.18125
N  0.16797  0.55344  -2.30084
N  -2.03533  2.29037  -0.82918
N  3.53537  1.93684  2.54768
N  -2.57103  -3.58211  -2.20918
N  -1.83042  0.42118  1.65746
N  1.02033  0.72979  2.48764
N  5.40447  -6.28289  0.14284
N  0.65933  -1.04705  0.24227
N  -1.75435  -1.25110  -0.93300
N  1.47921  0.86091  -2.20954
C  -2.97530  -1.20475  4.76636
C  -0.04185  0.23060  -3.57239
C  0.85997  4.43679  -0.55704
C  4.20277  -4.59385  1.34533
C  4.75104  -5.90833  -0.95430
C  0.08421  3.28915  -0.46281
C  -3.39315  -2.56479  -2.02282
C  1.54642  0.00373  -5.71597
C  -1.85217  4.67573  -1.21407
C  -3.02502  1.61635  4.94034
C  -1.33483  -3.43911  -1.73515
C  -3.42906  0.82414  6.01375
C  1.79692  -0.94685  0.94099
C  -2.58216  -0.40768  3.71291
C  -3.40501  -0.56518  5.92787
C  3.52029  -4.21082  0.19609
C  1.17317  0.31215  -4.30311
C  3.28500  0.87440  1.79253
C  -2.09817  1.49230  2.47616
C  2.10213  0.75191  -3.38640
C  -3.22194  4.70183  -1.54719
C  -0.92375  -2.29710  -1.06879
C  0.32589  5.68102  -0.93221
C  -1.30069  3.43269  -0.84384
C  -1.44429  -0.09504  -4.06846
C  2.50836  2.41698  3.23704
C  1.25344  1.82057  3.20078
C  0.41132  -2.18459  -0.42470
C  -3.94226  3.54365  -1.51648
C  5.12288  -5.62685  1.26595
C  3.80857  -4.89205  -0.98096
C  -2.05344  -0.74555  2.34165
C  2.74663  -1.95806  0.95209
C  -2.98271  -1.39098  -1.40017
C  2.52426  -3.11527  0.22152
C  1.32504  -3.22777  -0.46376
C  -3.30089  2.34848  -1.15740
C  2.03283  0.26970  1.76157
C  -0.99547  5.80433  -1.23619
C  -2.60723  0.96904  3.79714
H  -0.28433  -0.59544  -5.98412
H  1.75795  1.35680  -1.36589
H  -4.40498  -2.65882  -2.39569
H  0.97026  6.54814  -0.97751
H  -3.65540  -0.55722  -1.29492
H  -3.85282  1.42019  -1.14949
H  4.99548  -6.44490  -1.86428
H  3.32636  -4.62145  -1.91157
H  -3.72406  -1.15282  6.78013
H  2.68349  3.29976  3.84085
H  5.65849  -5.94609  2.15337
H  0.42394  2.22989  3.76597
H  -3.03816  2.69787  4.99292
H  3.14535  0.98247  -3.51961
H  4.09789  0.49581  1.18155
H  -3.76725  1.29143  6.93067
H  1.10475  -4.13823  -0.99905
H  -4.99154  3.52681  -1.77598
H  -2.94658  -2.28407  4.68583
H  -0.66937  -4.27635  -1.89163
H  4.00590  -4.11153  2.29410
H  3.65116  -1.83144  1.53176
H  -3.68045  5.63929  -1.83083

Cartesian forces (eV/Å) of the 2 atoms listed first:
0.02 -0.01 0.02
-0.34 0.39 -0.27